No. 1
A single C7H9N molecule. Source: the Open Molecules 2025 dataset; level of theory: ωB97M-V/def2-TZVPD.

**Orbital gap**: 8.9 eV
**Largest force on an atom**: 0.0698 Eh/bohr
**DFT total energy**: -326.75846 a.u.
**Energy relative to the best compared isomer or geometry (same formula, charge and spin)**: 3.606 eV
**SMILES string**: CN1[C@@H]2C=CC=C[C@@H]21
**Highest occupied orbital energy**: -8.484 eV

```
17
C7H9N, DFT ωB97M-V/def2-TZVPD
C -1.51 -0.18 -1.22
N -0.09 -0.54 -1.51
C 0.84 -0.95 -0.38
C 0.50 -1.21 0.98
C 0.02 -0.21 1.79
C 0.11 1.13 1.30
C 0.49 1.45 0.05
C 0.92 0.43 -0.95
H -1.75 0.65 -1.93
H -1.57 0.22 -0.14
H -2.36 -0.98 -1.43
H 1.47 -1.83 -0.68
H 0.75 -2.24 1.27
H -0.04 -0.47 2.85
H 0.10 1.77 2.12
H 0.41 2.44 -0.47
H 1.70 0.53 -1.67
```



No. 2
C2H4F2S as an isolated structure. Source: the Open Molecules 2025 dataset; level of theory: ωB97M-V/def2-TZVPD.

**Orbital gap**: 9.9 eV
**Largest force on an atom**: 0.1333 Eh/bohr
**DFT total energy**: -676.45320 a.u.
**Energy relative to the best compared isomer or geometry (same formula, charge and spin)**: 1.963 eV
**Highest occupied orbital energy**: -8.933 eV

```
9
C2H4F2S, DFT ωB97M-V/def2-TZVPD
C -0.69 -0.52 -0.04
C 1.17 -0.02 -0.35
F 1.21 1.29 -0.38
F 1.92 -0.44 0.64
S -1.71 1.00 0.07
H -0.90 -1.11 -0.85
H -0.64 -0.93 0.86
H 1.47 -0.52 -1.32
H -1.85 1.26 1.37
```



No. 3
C39H37F9HgOP2 as an isolated structure. Source: the Open Molecules 2025 dataset; level of theory: ωB97M-V/def2-TZVPD.

**Orbital gap**: 6.2 eV
**Largest force on an atom**: 0.0356 Eh/bohr
**DFT total energy**: -3318.36252 a.u.
**Energy relative to the best compared isomer or geometry (same formula, charge and spin)**: 0.000 eV
**Highest occupied orbital energy**: -6.758 eV

```
89
C39H37F9HgOP2, DFT ωB97M-V/def2-TZVPD
Hg 0.21 0.07 2.07
C -1.85 0.84 -5.07
C -1.86 -0.43 -4.67
C -1.03 -1.55 -5.25
C 0.33 -1.17 -5.87
C 1.21 -0.33 -4.98
C 1.24 1.00 -4.89
C 0.39 1.96 -5.66
C -0.99 1.46 -6.14
C 2.05 0.39 3.19
H -2.56 1.55 -4.62
H -2.60 -0.76 -3.93
H -1.61 -2.09 -6.02
H -0.84 -2.27 -4.45
H 0.87 -2.12 -6.02
H 0.19 -0.73 -6.87
H 1.94 -0.93 -4.41
H 2.02 1.49 -4.29
H 0.94 2.34 -6.54
H 0.21 2.84 -5.02
H -1.53 2.36 -6.49
H -0.87 0.82 -7.02
H 1.94 1.27 3.82
H 2.94 0.48 2.55
H 2.15 -0.49 3.84
P -1.47 -0.54 0.39
P 1.81 0.06 0.07
C -0.54 -0.74 -1.14
C 0.81 -0.62 -1.23
C -2.40 -2.07 0.67
C -2.78 -2.87 -0.41
C -3.55 -4.02 -0.19
C -3.92 -4.39 1.11
C -3.49 -3.61 2.19
C -2.73 -2.45 1.99
C -2.69 0.78 0.12
C -2.24 2.11 0.07
C -3.15 3.14 -0.15
C -4.51 2.86 -0.37
C -4.95 1.53 -0.35
C -4.05 0.49 -0.10
C 3.25 -0.98 0.44
C 3.02 -2.26 1.01
C 4.12 -3.05 1.37
C 5.42 -2.62 1.12
C 5.64 -1.37 0.53
C 4.56 -0.55 0.19
C 2.28 1.78 -0.27
C 2.35 2.72 0.78
C 2.84 4.00 0.52
C 3.18 4.38 -0.79
C 2.99 3.47 -1.84
C 2.54 2.18 -1.59
H -1.14 -0.97 -2.03
H 1.36 -0.95 -2.13
H -2.48 -2.61 -1.43
H -3.87 -4.63 -1.04
H -4.52 -5.29 1.28
H -3.76 -3.90 3.21
H -2.39 -1.85 2.84
H -1.17 2.33 0.20
H -2.80 4.18 -0.17
H -5.22 3.68 -0.55
H -6.01 1.31 -0.53
H -4.41 -0.54 -0.08
H 2.00 -2.61 1.17
H 3.94 -4.02 1.85
H 6.27 -3.27 1.36
H 6.65 -1.03 0.34
H 4.73 0.43 -0.27
H 2.03 2.43 1.79
H 2.95 4.71 1.34
H 3.59 5.37 -0.98
H 3.21 3.78 -2.86
H 2.38 1.47 -2.41
F -2.13 1.68 5.87
C -1.88 0.39 6.17
F -2.14 0.22 7.50
F -2.79 -0.35 5.48
C -0.38 -0.03 5.75
O -0.19 0.14 4.45
C 0.65 0.84 6.63
F 0.35 0.89 7.96
F 1.91 0.35 6.51
F 0.67 2.12 6.17
C -0.19 -1.55 6.21
F -0.25 -1.70 7.57
F -1.15 -2.33 5.65
F 1.00 -2.05 5.80
```



No. 4
A single C23H30ClN3O molecule. Source: the Open Molecules 2025 dataset; level of theory: ωB97M-V/def2-TZVPD.

**Orbital gap**: 7.9 eV
**Largest force on an atom**: 0.0147 Eh/bohr
**DFT total energy**: -1594.17582 a.u.
**Energy relative to the best compared isomer or geometry (same formula, charge and spin)**: 0.450 eV
**SMILES string**: O=C(NCCCN1CCCCCC1)c1ccc2c(Cl)c3c(nc2c1)CCCC3
**Highest occupied orbital energy**: -8.008 eV

```
58
C23H30ClN3O, DFT ωB97M-V/def2-TZVPD
O 2.93 2.19 -1.32
C 1.75 2.05 -1.05
N 1.27 2.10 0.21
C 2.12 2.22 1.37
C 2.08 0.96 2.23
C 3.02 1.09 3.44
N 3.07 -0.03 4.35
C 3.63 -1.25 3.80
C 2.63 -2.34 3.38
C 2.26 -3.27 4.54
C 1.38 -2.61 5.59
C 1.95 -1.32 6.17
C 1.89 -0.15 5.19
C 0.72 1.84 -2.11
C 0.93 2.45 -3.36
C 0.04 2.29 -4.38
C -1.11 1.50 -4.21
C -2.10 1.28 -5.19
Cl -1.93 2.05 -6.74
C -3.18 0.47 -4.95
C -3.28 -0.11 -3.66
N -2.40 0.08 -2.72
C -1.33 0.86 -2.96
C -0.39 1.05 -1.92
C -4.43 -1.02 -3.31
C -5.62 -0.83 -4.23
C -5.16 -0.92 -5.68
C -4.23 0.25 -6.00
H 0.28 1.98 0.36
H 3.13 2.39 0.99
H 1.81 3.09 1.96
H 2.39 0.10 1.62
H 1.06 0.79 2.57
H 2.72 1.97 4.02
H 4.04 1.27 3.08
H 4.31 -1.68 4.55
H 4.24 -0.97 2.94
H 1.73 -1.90 2.96
H 3.10 -2.94 2.60
H 3.18 -3.62 5.01
H 1.74 -4.15 4.15
H 1.22 -3.32 6.41
H 0.40 -2.40 5.16
H 2.97 -1.47 6.50
H 1.35 -1.05 7.04
H 1.83 0.79 5.75
H 0.96 -0.23 4.60
H 1.83 3.04 -3.49
H 0.21 2.77 -5.34
H -0.58 0.52 -0.99
H -4.07 -2.05 -3.39
H -4.69 -0.85 -2.27
H -6.08 0.15 -4.06
H -6.38 -1.59 -4.02
H -4.63 -1.86 -5.82
H -6.01 -0.91 -6.36
H -4.82 1.17 -6.09
H -3.75 0.09 -6.97
```



No. 5
C2H13CdO6 as an isolated structure. Source: the Open Molecules 2025 dataset; level of theory: ωB97M-V/def2-TZVPD.

**Charge**: -1
**Orbital gap**: 5.4 eV
**Largest force on an atom**: 0.0854 Eh/bohr
**DFT total energy**: -703.05736 a.u.
**Energy relative to the best compared isomer or geometry (same formula, charge and spin)**: 1.493 eV
**Highest occupied orbital energy**: -2.997 eV

```
22
C2H13CdO6, DFT ωB97M-V/def2-TZVPD
Cd 0.10 1.10 0.46
C -0.66 -2.04 -2.90
C -0.79 -1.68 -1.40
O -0.52 -0.37 -1.03
H 0.37 -1.81 -3.17
H -1.43 -1.59 -3.52
H -0.75 -3.11 -3.08
H -0.10 -2.42 -0.98
H -1.82 -1.98 -1.22
O -1.51 2.26 0.48
H -1.41 2.72 1.33
O 1.04 2.27 -0.79
H 2.00 2.22 -1.00
O 1.87 -0.09 0.91
H 2.13 -0.73 0.25
H 2.59 -0.09 1.54
O 0.63 2.10 2.23
H 0.99 1.80 3.07
H 0.44 3.02 2.37
O -0.97 -0.21 1.94
H -0.94 -0.31 2.89
H -1.25 -1.06 1.62
```



No. 6
A 9-piece molecular cluster, H18O9 overall. Source: the Open Molecules 2025 dataset; level of theory: ωB97M-V/def2-TZVPD.

**Charge**: +1
**Orbital gap (alpha / beta)**: 10.0 / 3.8 eV
**Largest force on an atom**: 0.0422 Eh/bohr
**DFT total energy**: -687.55669 a.u.
**Energy relative to the best compared isomer or geometry (same formula, charge and spin)**: 0.636 eV
**Highest occupied orbital energy (alpha / beta)**: -13.126 / -13.118 eV
**2S+1**: 2

```
27
H18O9, DFT ωB97M-V/def2-TZVPD
O -2.40 -1.31 1.95
H -1.89 -2.12 2.00
H -3.13 -1.52 1.37
O 0.20 2.77 -0.72
H 0.10 3.55 -1.26
H -0.19 2.07 -1.23
O 2.87 1.41 0.10
H 3.66 1.93 -0.03
H 3.08 0.55 -0.25
O -1.44 1.00 -2.06
H -1.32 0.05 -2.01
H -2.16 1.12 -2.67
O -1.88 1.77 1.10
H -2.75 2.04 1.39
H -2.04 1.11 0.43
O 0.20 -0.20 0.32
H 1.04 -0.52 -0.01
H -0.45 -0.75 -0.11
O -1.74 -1.72 -1.26
H -1.75 -2.47 -1.84
H -2.65 -1.64 -0.95
O 2.47 -1.39 -0.64
H 2.45 -2.31 -0.39
H 2.63 -1.39 -1.58
O 2.07 -0.42 2.70
H 2.97 -0.41 2.37
H 2.04 -1.19 3.27
```



No. 7
A 2-piece molecular cluster, C4H10NS2 overall. Source: the Open Molecules 2025 dataset; level of theory: ωB97M-V/def2-TZVPD.

**Charge**: +1
**Orbital gap**: 6.9 eV
**Largest force on an atom**: 0.0437 Eh/bohr
**DFT total energy**: -1009.22217 a.u.
**Energy relative to the best compared isomer or geometry (same formula, charge and spin)**: 1.193 eV
**Highest occupied orbital energy**: -12.423 eV

```
17
C4H10NS2, DFT ωB97M-V/def2-TZVPD
C 0.32 0.82 2.61
S -0.49 1.86 1.40
S 1.14 2.27 0.10
H 0.85 0.03 2.08
H -0.52 0.32 3.09
H 0.98 1.40 3.25
H 1.68 3.33 0.83
C -1.06 -2.79 -1.97
C -0.89 -4.11 -2.21
C -0.09 -0.86 -0.88
N -0.06 -2.10 -1.26
H -1.87 -2.17 -2.27
H -0.01 -4.68 -1.89
H -1.60 -4.69 -2.78
H 0.87 -0.34 -0.67
H -0.99 -0.32 -0.77
H 0.83 -2.63 -1.22
```



No. 8
A single C4H5NO2S molecule. Source: the Open Molecules 2025 dataset; level of theory: ωB97M-V/def2-TZVPD.

**Orbital gap (alpha / beta)**: 7.4 / 7.7 eV
**Largest force on an atom**: 0.1231 Eh/bohr
**DFT total energy**: -758.58964 a.u.
**Energy relative to the best compared isomer or geometry (same formula, charge and spin)**: 2.495 eV
**Highest occupied orbital energy (alpha / beta)**: -6.625 / -10.627 eV
**2S+1**: 3

```
13
C4H5NO2S, DFT ωB97M-V/def2-TZVPD
C 0.92 1.03 0.16
C 0.91 0.41 -1.17
C -0.71 -0.52 1.02
C -0.19 0.89 1.21
N 1.27 1.02 1.34
O -1.67 -0.50 -1.62
O 0.01 -2.20 -1.11
S -0.50 -0.87 -0.85
H 0.54 1.14 -1.77
H 1.82 -0.11 -1.54
H 0.07 -1.22 1.32
H -1.68 -0.77 1.44
H -0.77 1.70 1.59
```



> Look up the energy relative to the best compared isomer or geometry (same formula, charge and spin) of the eighth one.

2.495 eV



> Which of these has the lowest DFT total energy?

C39H37F9HgOP2



> Number 1 is which compound?

C7H9N